# C2H3O3PS

2 unconnected molecules or ions with the total composition C2H3O3PS in a non-equilibrium geometry (ωB97M-V/def2-TZVPD, the OMol25 dataset).

The geometry in ORCA input format:
```
! RIJCOSX wB97M-V def2-TZVPD def2/J DEFGRID3
* xyz -2 1
C -2.7038 -0.2474 -0.5476
C -1.7817 -0.6070 0.1508
O 4.9920 -0.7292 -1.3351
O 3.7383 1.5137 -0.5573
O 5.2734 0.1758 1.0532
P 4.3884 -0.1559 -0.0912
S 2.7319 -1.2079 0.4973
H -3.2874 -0.1441 -1.3637
H 3.7338 2.2043 0.2073
H -1.0091 -0.5985 0.8870
*
```

The calculation puts the LUMO energy at 5.223 eV. The calculation puts the total energy at -28388.5987 eV.



# C2H3O3S

2 unconnected molecules or ions with the total composition C2H3O3S in a non-equilibrium geometry (ωB97M-V/def2-TZVPD, the OMol25 dataset).

The geometry in ORCA input format:
```
! RIJCOSX wB97M-V def2-TZVPD def2/J DEFGRID3
* xyz -1 1
C 1.7444 -0.2151 -0.2966
C -0.5955 0.1432 0.4210
O 1.7911 0.8074 -0.9164
O 2.2152 -1.1949 0.0745
O -0.9103 1.4446 0.0511
S -1.6800 -1.0287 -0.4732
H -0.9365 0.2876 1.4587
H -0.3923 1.7847 -0.6611
H -1.2360 -2.0287 0.3421
*
```

The calculation puts the LUMO energy at 3.730 eV. The calculation puts the total energy at -19099.8541 eV.